# 1
184
Properties=species:S:1:pos:R:3:mulliken_charge:R:1 method="wB97M-V/def2-TZVPD" spin_multiplicity=1 energy_ha=-4659.5144 lumo_energy_ev=-12.4 largest_force_ev_per_a=2.58 total_charge=+7 homo_lumo_gap_ev=5.24
C 1.822 20.880 11.661 0.35
F 1.600 20.537 10.378 -0.24
F 2.844 21.730 11.650 -0.23
F 0.785 21.398 12.262 -0.08
S 2.295 19.317 12.624 0.32
O 2.155 19.892 13.931 -0.22
O 1.296 18.319 12.359 -0.50
N 3.815 18.922 11.921 -0.29
S 4.816 18.939 13.161 1.01
O 4.815 20.099 13.989 -0.79
O 4.796 17.684 13.888 -0.33
C 6.503 18.949 12.331 0.00
F 6.676 20.029 11.562 -0.23
F 7.381 19.135 13.326 -0.13
F 6.762 17.794 11.724 -0.16
C 4.783 14.616 11.053 -1.39
C 3.619 14.076 11.859 0.58
C 2.709 15.114 12.438 -0.22
O 1.664 14.375 13.071 -0.55
C 0.623 15.266 13.476 -0.59
N 2.799 13.075 11.032 -0.13
H 2.283 13.567 10.298 0.34
H 3.403 12.424 10.525 0.37
H 2.189 12.572 11.679 0.35
H 5.258 15.462 11.540 0.20
H 4.451 14.899 10.047 0.41
H 5.493 13.817 10.827 0.50
H 3.996 13.385 12.614 -0.04
H 2.333 15.816 11.684 0.30
H 3.155 15.621 13.300 -0.01
H 0.192 15.741 12.599 0.29
H 1.068 15.929 14.228 0.15
H -0.130 14.743 14.065 0.40
C 11.889 21.771 7.671 -1.39
C 12.711 21.360 8.868 0.30
C 11.910 21.176 10.165 -0.68
O 11.505 19.863 10.430 -0.40
C 10.591 19.840 11.524 -0.81
N 13.386 20.052 8.520 -0.38
H 12.814 19.205 8.564 0.33
H 13.918 20.088 7.641 0.36
H 14.174 19.815 9.144 0.37
H 11.283 20.985 7.222 0.39
H 12.483 22.309 6.932 0.42
H 11.155 22.514 7.993 0.35
H 13.550 22.015 9.082 0.34
H 11.148 21.965 10.238 0.40
H 12.570 21.582 10.955 0.41
H 10.401 18.809 11.819 0.32
H 9.609 20.202 11.194 0.26
H 10.951 20.407 12.382 0.39
C 3.578 22.537 16.979 -1.37
C 2.299 21.741 16.773 0.59
C 2.519 20.264 17.030 -0.33
O 1.270 19.613 17.105 -0.41
C 1.352 18.229 17.365 -0.53
N 1.190 22.215 17.636 0.00
H 1.110 23.247 17.693 0.33
H 0.285 21.885 17.304 0.34
H 1.293 21.934 18.615 0.42
H 3.617 22.945 17.996 0.51
H 3.625 23.434 16.367 0.39
H 4.452 21.899 16.852 0.11
H 1.982 21.921 15.747 -0.16
H 3.077 20.144 17.969 0.60
H 3.072 19.882 16.164 -0.11
H 1.747 17.719 16.469 0.02
H 0.331 17.887 17.505 0.27
H 2.019 17.984 18.195 0.35
C -0.003 21.011 6.776 -1.44
C -1.505 20.829 6.918 0.52
C -2.301 21.962 7.543 -0.99
O -1.525 22.545 8.556 -0.25
C -1.733 23.955 8.678 -0.82
N -2.080 20.594 5.522 -0.39
H -1.415 20.174 4.857 0.36
H -2.919 20.019 5.380 0.36
H -2.280 21.470 5.017 0.40
H 0.477 21.625 7.536 0.35
H 0.299 21.604 5.901 0.46
H 0.551 20.078 6.706 0.34
H -1.598 19.857 7.401 0.26
H -3.215 21.587 8.036 0.39
H -2.782 22.673 6.856 0.55
H -1.159 24.342 9.514 0.20
H -2.793 24.203 8.726 0.37
H -1.302 24.451 7.798 0.35
C 2.929 18.857 7.633 -1.55
C 3.789 17.836 8.393 1.03
C 4.450 16.785 7.537 -1.15
O 5.553 16.227 8.228 -0.40
C 6.197 15.199 7.412 -0.81
N 4.849 18.563 9.187 0.25
H 5.187 19.411 8.730 0.46
H 4.584 18.808 10.163 0.07
H 5.627 17.879 9.185 0.60
H 3.572 19.655 7.261 0.38
H 2.321 19.375 8.379 0.30
H 2.278 18.382 6.908 0.46
H 3.163 17.331 9.131 -0.28
H 4.750 17.223 6.573 0.58
H 3.757 15.984 7.249 0.55
H 5.450 14.452 7.141 0.31
H 7.059 14.944 8.013 0.26
H 6.500 15.635 6.456 0.39
C 4.185 9.964 16.602 -1.56
C 4.386 11.001 15.511 0.28
C 5.137 12.266 15.847 -0.68
O 4.899 13.294 14.867 -0.14
C 5.585 14.496 15.249 -0.66
N 5.088 10.288 14.361 -0.26
H 5.298 10.882 13.556 0.23
H 6.013 9.944 14.646 0.39
H 4.533 9.489 14.044 0.40
H 5.122 9.808 17.153 0.40
H 3.992 8.965 16.204 0.45
H 3.422 10.221 17.329 0.40
H 3.385 11.265 15.159 0.19
H 6.217 12.095 15.899 0.42
H 4.699 12.628 16.782 0.43
H 5.454 14.650 16.324 0.38
H 5.066 15.340 14.795 0.01
H 6.615 14.428 14.902 0.33
C 3.083 26.267 12.310 -1.07
C 2.746 27.695 11.907 0.38
C 1.518 27.833 10.992 -0.86
O 0.350 27.933 11.744 -0.24
C -0.690 28.609 11.051 -0.81
N 2.439 28.482 13.134 -0.26
H 1.557 28.181 13.602 0.32
H 3.179 28.471 13.836 0.34
H 2.243 29.449 12.859 0.37
H 4.163 26.216 12.503 0.40
H 2.907 25.519 11.541 0.32
H 2.655 26.022 13.285 0.03
H 3.585 28.169 11.402 0.36
H 1.465 26.937 10.351 0.28
H 1.668 28.614 10.235 0.56
H -0.348 29.566 10.651 0.36
H -1.499 28.797 11.748 0.28
H -1.034 27.997 10.213 0.26
C -5.342 18.228 14.075 -1.51
C -4.641 17.516 15.222 0.25
C -3.123 17.479 15.175 -0.67
O -2.674 18.788 14.926 -0.47
C -1.528 18.909 14.075 -0.72
N -5.050 18.275 16.487 -0.26
H -5.952 18.745 16.370 0.35
H -5.145 17.688 17.324 0.37
H -4.326 18.950 16.753 0.31
H -5.288 17.695 13.128 0.37
H -5.030 19.259 13.914 0.38
H -6.412 18.257 14.306 0.48
H -5.109 16.534 15.271 0.34
H -2.832 16.875 14.306 0.43
H -2.703 17.016 16.075 0.36
H -1.269 19.956 13.963 0.27
H -1.776 18.451 13.113 0.45
H -0.666 18.402 14.521 0.28
C 5.436 18.110 18.705 -1.37
C 6.765 18.002 17.977 -0.11
C 6.953 18.861 16.730 0.15
O 7.005 20.182 17.145 -0.51
C 7.269 21.050 16.049 -0.50
N 7.901 18.296 18.927 -0.12
H 8.699 17.672 18.771 0.40
H 8.240 19.249 18.722 0.36
H 7.744 18.246 19.939 0.37
H 4.619 18.091 17.986 0.09
H 5.331 19.038 19.267 0.48
H 5.334 17.249 19.366 0.49
H 6.824 16.962 17.650 0.40
H 6.057 18.716 16.109 -0.15
H 7.852 18.424 16.274 0.40
H 8.252 20.885 15.602 0.40
H 7.219 22.104 16.320 0.35
H 6.489 20.966 15.284 -0.05
C 0.080 24.646 14.498 -0.50
C 0.878 25.521 15.462 0.35
O 1.411 24.994 16.476 -0.70
O 1.048 26.712 15.152 -0.72
H -0.632 25.224 13.917 0.39
H -0.411 23.810 15.002 0.26
H 0.835 24.213 13.828 -0.11



# 2
15
Properties=species:S:1:pos:R:3:nbo_charge:R:1 method="wB97M-V/def2-TZVPD" spin_multiplicity=1 energy_ha=-196.4781 lumo_energy_ev=1.3 largest_force_ev_per_a=0.81 homo_lumo_gap_ev=11.84 smiles=CC1CCC1
C -0.961 1.222 1.037 -0.61
C 0.210 0.335 0.558 -0.21
C 0.651 0.479 -0.909 -0.40
C 0.752 -1.064 -1.035 -0.40
C -0.025 -1.179 0.296 -0.40
H -1.181 1.140 2.113 0.21
H -0.716 2.278 0.846 0.21
H -1.896 1.002 0.500 0.20
H 1.051 0.509 1.247 0.20
H -0.166 0.872 -1.525 0.20
H 1.576 1.032 -1.095 0.20
H 1.782 -1.441 -0.991 0.20
H 0.288 -1.513 -1.926 0.20
H 0.365 -1.893 1.026 0.21
H -1.085 -1.373 0.101 0.20



# 3
15
Properties=species:S:1:pos:R:3:nbo_charge:R:1 method="wB97M-V/def2-TZVPD" spin_multiplicity=1 energy_ha=-2935.8615 lumo_energy_ev=3.1 largest_force_ev_per_a=5.98 total_charge=-1 homo_lumo_gap_ev=7.22 smiles="C[C@@H](Br)N(C)C(=O)[O-]"
C 0.921 -1.751 -0.350 -0.63
C 0.769 -0.571 0.673 -0.13
Br 2.391 0.294 1.027 -0.01
N -0.372 0.480 -0.252 -0.54
C -0.240 1.888 -0.217 -0.43
C -1.758 -0.055 -0.014 0.87
O -1.842 -1.063 0.645 -0.77
O -2.588 0.717 -0.529 -0.79
H 1.949 -2.176 -0.389 0.18
H 0.325 -2.533 -0.125 0.22
H 0.707 -1.346 -1.418 0.23
H 0.183 -0.861 1.475 0.23
H -1.166 2.578 -0.115 0.23
H 0.364 2.343 0.683 0.15
H 0.358 2.055 -1.097 0.17



# 4
19
Properties=species:S:1:pos:R:3:nbo_charge:R:1 method="wB97M-V/def2-TZVPD" spin_multiplicity=2 energy_ha=-327.5967 lumo_energy_ev="1.0 / -1.4" largest_force_ev_per_a=1.62 s2=0.7547 homo_lumo_gap_ev="9.42 / 6.94"
C -1.145 -1.150 1.993 -0.40
N -1.203 -0.334 0.814 -0.64
C -0.018 -0.100 0.033 -0.06
C -0.102 1.172 -0.793 -0.44
C 1.283 1.879 -0.913 -0.14
O 2.310 1.410 -0.225 -0.29
C 0.442 -1.297 -0.787 -0.62
H -1.135 -2.239 1.816 0.16
H -0.220 -0.914 2.534 0.19
H -1.956 -0.929 2.676 0.20
H -2.018 -0.477 0.228 0.35
H 0.790 0.110 0.746 0.20
H -0.855 1.837 -0.405 0.22
H -0.383 0.996 -1.828 0.19
H 1.160 2.955 -0.803 0.22
H 1.533 1.878 -1.995 0.23
H 1.003 -0.995 -1.664 0.20
H 0.988 -2.054 -0.231 0.21
H -0.472 -1.747 -1.197 0.20



# 5
92
Properties=species:S:1:pos:R:3:nbo_charge:R:1 method="wB97M-V/def2-TZVPD" spin_multiplicity=1 energy_ha=-1882.5977 lumo_energy_ev=1.9 largest_force_ev_per_a=0.72 total_charge=-1 homo_lumo_gap_ev=5.40
Cs 0.242 0.152 0.366 0.92
C -0.578 3.374 -0.341 -0.39
C -0.098 2.939 -1.604 -0.07
C -1.021 1.959 -2.082 -0.19
C -2.046 1.860 -1.105 -0.37
C -1.772 2.710 -0.024 -0.15
C -2.592 2.886 1.240 -0.06
C -3.567 1.721 1.428 -0.60
C -3.397 4.193 1.170 -0.59
C -1.677 2.953 2.471 -0.59
C -1.112 1.163 -3.389 -0.05
C 0.236 0.645 -3.912 -0.60
C -1.800 1.997 -4.483 -0.60
C -1.964 -0.103 -3.185 -0.59
C 1.203 3.507 -2.187 -0.09
C 1.669 4.731 -1.381 -0.59
C 2.364 2.498 -2.108 -0.60
C 1.031 4.014 -3.626 -0.60
H -0.099 4.113 0.286 0.19
H -2.875 1.166 -1.131 0.20
H -4.281 1.674 0.602 0.20
H -4.134 1.848 2.356 0.19
H -3.038 0.766 1.480 0.23
H -4.063 4.174 0.304 0.21
H -2.724 5.046 1.056 0.20
H -4.000 4.340 2.074 0.18
H -1.113 2.024 2.591 0.20
H -2.264 3.109 3.382 0.19
H -0.961 3.773 2.383 0.20
H 0.909 1.433 -4.239 0.20
H 0.075 -0.017 -4.769 0.19
H 0.742 0.073 -3.128 0.20
H -1.251 2.915 -4.692 0.21
H -2.799 2.280 -4.146 0.21
H -1.894 1.429 -5.417 0.18
H -1.492 -0.768 -2.453 0.20
H -2.033 -0.647 -4.133 0.19
H -2.976 0.125 -2.854 0.21
H 1.918 4.465 -0.352 0.20
H 0.901 5.505 -1.360 0.21
H 2.570 5.147 -1.845 0.19
H 2.544 2.246 -1.058 0.19
H 3.286 2.931 -2.513 0.19
H 2.158 1.574 -2.645 0.21
H 0.256 4.784 -3.649 0.21
H 0.738 3.234 -4.324 0.20
H 1.965 4.456 -3.992 0.18
C 2.215 -2.642 4.699 -0.69
C 1.981 -1.864 3.432 0.11
N 0.804 -1.586 2.970 -0.21
N -0.266 -1.951 3.694 -0.52
C -1.403 -1.712 3.008 0.61
O -1.495 -1.329 1.829 -0.74
C -2.663 -1.953 3.797 -0.14
C -2.637 -2.308 5.143 -0.12
C -3.821 -2.504 5.840 -0.25
C -5.043 -2.347 5.197 -0.22
C -5.073 -1.992 3.854 -0.23
C -3.888 -1.796 3.159 -0.17
C 3.141 -1.377 2.660 0.19
C 4.449 -1.673 3.058 -0.27
C 5.516 -1.205 2.312 -0.17
C 5.275 -0.445 1.178 -0.29
C 3.950 -0.199 0.850 0.06
N 2.918 -0.644 1.556 -0.46
H 1.248 -2.885 5.131 0.26
H 2.796 -2.066 5.425 0.21
H 2.759 -3.571 4.501 0.20
H -1.677 -2.421 5.628 0.22
H -3.793 -2.777 6.888 0.20
H -5.967 -2.497 5.742 0.20
H -6.024 -1.862 3.349 0.20
H -3.887 -1.511 2.115 0.24
H 4.626 -2.266 3.945 0.22
H 6.531 -1.431 2.616 0.21
H 6.079 -0.055 0.568 0.21
H 3.707 0.385 -0.035 0.19
N 1.656 -5.945 -4.556 -0.83
C 1.731 -4.579 -4.416 0.66
O 1.751 -3.836 -5.373 -0.59
C 1.875 -4.085 -3.010 -0.21
C 2.444 -4.842 -1.997 -0.15
C 2.519 -4.303 -0.727 -0.27
C 2.023 -3.026 -0.514 0.06
N 1.495 -2.274 -1.482 -0.43
C 1.427 -2.806 -2.701 0.09
H 1.426 -6.263 -5.483 0.40
H 1.296 -6.488 -3.791 0.39
H 2.842 -5.828 -2.210 0.21
H 2.952 -4.853 0.098 0.22
H 2.035 -2.590 0.477 0.23
H 0.988 -2.199 -3.486 0.22



# 6
14
Properties=species:S:1:pos:R:3:nbo_charge:R:1 method="wB97M-V/def2-TZVPD" spin_multiplicity=1 energy_ha=-270.5301 lumo_energy_ev=1.0 largest_force_ev_per_a=0.44 homo_lumo_gap_ev=10.26 smiles="OC1CC=CC1"
O -1.763 0.665 0.667 -0.72
C -0.845 0.267 -0.334 0.11
C 0.370 1.209 -0.253 -0.46
C 1.481 0.341 0.280 -0.18
C 1.125 -0.938 0.362 -0.19
C -0.292 -1.163 -0.098 -0.47
H -2.518 0.064 0.635 0.47
H -1.321 0.334 -1.321 0.16
H 0.146 2.057 0.404 0.23
H 0.613 1.620 -1.242 0.21
H 2.454 0.742 0.553 0.21
H 1.767 -1.743 0.710 0.21
H -0.329 -1.760 -1.018 0.21
H -0.888 -1.695 0.657 0.21



# 7
22
Properties=species:S:1:pos:R:3:nbo_charge:R:1 method="wB97M-V/def2-TZVPD" spin_multiplicity=1 energy_ha=-1033.9431 lumo_energy_ev=0.4 largest_force_ev_per_a=5.12 homo_lumo_gap_ev=9.99 smiles="CS(=O)(=O)[C@](O)(F)c1ccccc1"
C 2.725 -1.613 -0.179 -0.84
S 2.217 0.117 -0.563 2.08
O 1.297 0.203 -1.655 -0.92
O 3.434 0.878 -0.600 -0.94
C 1.130 0.895 0.786 0.42
O 1.590 2.125 1.109 -0.66
F 1.546 -0.021 2.022 -0.47
C -0.340 0.815 0.549 -0.12
C -0.901 1.952 -0.085 -0.18
C -2.163 1.789 -0.584 -0.19
C -2.830 0.551 -0.500 -0.20
C -2.231 -0.527 0.103 -0.20
C -0.991 -0.405 0.747 -0.17
H 2.441 -2.230 -0.945 0.24
H 3.872 -1.445 -0.149 0.26
H 2.478 -2.151 0.640 0.26
H 2.601 2.031 1.097 0.52
H -0.277 2.799 -0.062 0.24
H -2.758 2.617 -0.963 0.21
H -3.871 0.645 -0.775 0.22
H -2.724 -1.467 0.075 0.21
H -0.371 -1.282 1.017 0.23



# 8
9
Properties=species:S:1:pos:R:3:nbo_charge:R:1 method="wB97M-V/def2-TZVPD" spin_multiplicity=1 energy_ha=-208.9241 lumo_energy_ev="-7.6 / -7.5" largest_force_ev_per_a=7.30 total_charge=+1 homo_lumo_gap_ev="7.27 / 7.23"
C 0.100 0.858 -2.479 0.48
C 0.162 -0.187 1.395 0.20
C -1.027 -0.891 -1.282 0.34
C 0.473 0.235 2.504 -0.80
N -0.208 -0.168 -1.953 -0.37
H 0.448 1.516 -3.099 0.25
H -1.055 -1.973 -1.430 0.22
H 1.461 0.183 3.203 0.35
H -0.354 0.427 3.141 0.33



# 9
21
Properties=species:S:1:pos:R:3:nbo_charge:R:1 method="wB97M-V/def2-TZVPD" spin_multiplicity=2 energy_ha=-403.4280 lumo_energy_ev="3.2 / 3.1" largest_force_ev_per_a=2.40 s2=0.7504 total_charge=-1 homo_lumo_gap_ev="2.04 / 8.33"
C -0.648 -0.803 -0.025 -0.73
N 0.179 0.353 -0.439 -0.60
C -0.307 1.256 -1.335 0.16
C -1.575 1.600 -1.584 -0.58
C 1.526 2.934 -1.310 -0.41
C 0.820 2.050 -1.988 -0.22
H -0.066 -1.668 0.272 0.16
H -1.293 -0.382 0.759 0.18
H -1.378 -0.998 -0.817 0.18
H 1.123 0.069 -0.616 0.37
H -2.359 0.918 -1.253 0.19
H -1.973 2.367 -2.222 0.20
H 1.259 3.055 -0.266 0.20
H 2.237 3.647 -1.701 0.19
H 0.970 1.764 -3.024 0.20
H 1.681 0.844 5.230 0.45
H 0.323 0.879 6.083 0.46
O 0.739 0.646 5.232 -1.00
H -0.148 -5.439 -0.534 0.34
H -0.454 -6.807 0.154 0.42
O -0.655 -6.286 -0.615 -1.16



# 10
56
Properties=species:S:1:pos:R:3:nbo_charge:R:1 method="wB97M-V/def2-TZVPD" spin_multiplicity=1 energy_ha=-1132.6122 lumo_energy_ev=0.2 largest_force_ev_per_a=0.92 homo_lumo_gap_ev=8.56 smiles="CC1=C(C(=O)NCCN2CCN(C)CC2)[C@]2(CC[C@H](C)CC2)OC1=O"
C -0.786 -3.086 0.121 -0.66
C -1.804 -2.006 0.039 -0.08
C -1.715 -0.669 -0.025 -0.06
C -0.516 0.206 -0.064 0.65
O -0.495 1.322 0.420 -0.62
N 0.537 -0.337 -0.715 -0.60
C 1.823 0.311 -0.801 -0.23
C 2.872 -0.436 0.034 -0.21
N 4.122 0.293 0.081 -0.45
C 4.922 0.122 -1.120 -0.25
C 6.151 1.037 -1.052 -0.22
N 6.974 0.816 0.119 -0.44
C 7.805 -0.368 0.049 -0.41
C 6.144 0.892 1.304 -0.22
C 4.918 -0.028 1.254 -0.24
C -3.103 -0.078 -0.007 0.26
C -3.374 0.787 -1.244 -0.41
C -4.788 1.357 -1.209 -0.40
C -5.012 2.188 0.053 -0.21
C -6.419 2.777 0.074 -0.60
C -4.772 1.304 1.276 -0.40
C -3.359 0.732 1.273 -0.43
O -3.964 -1.221 -0.017 -0.49
C -3.254 -2.354 0.049 0.76
O -3.739 -3.452 0.098 -0.57
H -1.231 -3.939 0.632 0.26
H 0.103 -2.759 0.656 0.23
H -0.502 -3.422 -0.878 0.23
H 0.455 -1.264 -1.099 0.40
H 2.128 0.366 -1.849 0.19
H 1.706 1.322 -0.408 0.24
H 2.487 -0.518 1.054 0.20
H 3.003 -1.461 -0.364 0.16
H 4.324 0.400 -1.990 0.20
H 5.239 -0.931 -1.244 0.16
H 6.762 0.906 -1.947 0.20
H 5.804 2.074 -1.012 0.20
H 8.439 -0.398 0.935 0.20
H 8.445 -0.290 -0.829 0.20
H 7.251 -1.315 -0.010 0.16
H 6.750 0.656 2.181 0.20
H 5.794 1.925 1.388 0.20
H 4.309 0.141 2.145 0.21
H 5.239 -1.086 1.252 0.16
H -2.640 1.594 -1.252 0.22
H -3.236 0.178 -2.140 0.21
H -5.503 0.534 -1.230 0.21
H -4.948 1.972 -2.097 0.21
H -4.285 3.009 0.067 0.19
H -6.582 3.410 -0.795 0.21
H -6.570 3.376 0.969 0.21
H -7.162 1.982 0.064 0.20
H -5.491 0.482 1.271 0.21
H -4.920 1.881 2.191 0.21
H -2.617 1.530 1.316 0.25
H -3.216 0.077 2.135 0.21